Entry one
The following is a DFT calculation (the ωB97M-V functional and the def2-TZVPD basis) of C3H5N3O in the gas phase.

Summary:
Multiplicity: 1
Structure (SMILES): OCc1nc[nH]n1
HOMO-LUMO gap: 10.53 eV
LUMO energy: 0.7959 eV
HOMO energy: -9.74 eV

Geometry (Å):
O: 0.323 -0.771 -2.539
C: 0.175 0.108 -1.474
C: -0.314 -0.443 -0.111
N: 0.854 -0.551 0.582
C: 0.597 0.019 1.714
N: -0.718 0.304 1.795
N: -1.333 0.016 0.626
H: -0.487 -1.285 -2.574
H: -0.463 0.979 -1.646
H: 1.192 0.488 -1.283
H: 1.379 0.415 2.337
H: -1.204 0.722 2.573


Entry two
The following is a DFT calculation (the ωB97M-V functional and the def2-TZVPD basis) of C3H5N3O in the gas phase.

Summary:
Multiplicity: 1
HOMO-LUMO gap: 7.50 eV
LUMO energy: -0.0124 eV
HOMO energy: -7.51 eV

Geometry (Å):
C: 0.491 -0.541 -0.276
C: 0.346 0.512 -1.252
N: -0.139 1.660 0.572
N: 0.020 -1.824 -0.644
C: -0.477 0.258 0.958
O: 0.197 0.908 -2.325
N: -1.278 -0.303 1.644
H: 1.508 -0.502 0.127
H: 0.550 2.092 1.185
H: -0.946 2.277 0.600
H: 0.637 -2.561 -0.331
H: -0.911 -1.976 -0.257


Which is most stable, and by how much? entry one, by 170.3 kJ/mol.


Entry one
The following is a DFT calculation (the ωB97M-V functional and the def2-TZVPD basis) of C3H5N3O in the gas phase.

Summary:
Multiplicity: 1
Structure (SMILES): OCc1nc[nH]n1
HOMO-LUMO gap: 10.77 eV
LUMO energy: 0.7845 eV
HOMO energy: -9.98 eV

Geometry (Å):
O: 0.745 -0.919 1.485
C: 1.129 0.436 1.223
C: 0.302 0.694 0.006
N: -1.052 0.613 0.210
C: -1.466 -0.048 -0.841
N: -0.429 -0.291 -1.665
N: 0.714 0.182 -1.140
H: -0.175 -0.990 1.152
H: 2.199 0.486 1.007
H: 0.904 1.086 2.074
H: -2.473 -0.404 -1.005
H: -0.397 -0.844 -2.506


Entry two
The following is a DFT calculation (the ωB97M-V functional and the def2-TZVPD basis) of C3H5N3O in the gas phase.

Summary:
Multiplicity: 1
HOMO-LUMO gap: 9.60 eV
LUMO energy: 0.6535 eV
HOMO energy: -8.95 eV

Geometry (Å):
O: -2.043 1.010 0.285
C: -1.961 -0.352 0.103
C: 0.089 -0.448 -0.041
N: 0.653 0.452 -0.725
N: 1.977 0.393 -0.262
C: 2.347 -0.604 0.484
N: -0.645 -1.174 0.577
H: -1.591 1.495 -0.425
H: -2.149 -0.652 -0.937
H: -2.597 -0.834 0.815
H: 2.515 1.173 -0.613
H: 3.406 -0.460 0.739


Which is most stable, and by how much? entry one, by 439.9 kJ/mol.


Entry one
The following is a DFT calculation (the ωB97M-V functional and the def2-TZVPD basis) of C3H5N3O in the gas phase.

Summary:
Multiplicity: 1
Structure (SMILES): N/N=c1\[nH]cco1
HOMO-LUMO gap: 8.94 eV
LUMO energy: 0.9874 eV
HOMO energy: -7.95 eV

Geometry (Å):
N: 2.335 0.126 0.109
N: 1.374 -0.953 -0.116
C: 0.188 -0.543 -0.149
N: -0.253 0.823 -0.152
C: -1.665 0.699 0.051
C: -1.979 -0.632 0.080
O: -0.873 -1.374 -0.032
H: 2.907 -0.356 0.862
H: 2.934 0.145 -0.782
H: 0.399 1.654 0.249
H: -2.413 1.534 -0.213
H: -2.954 -1.123 0.095


Entry two
The following is a DFT calculation (the ωB97M-V functional and the def2-TZVPD basis) of C3H5N3O as an isolated structure.

Summary:
Multiplicity: 1
HOMO-LUMO gap: 9.93 eV
LUMO energy: 0.9581 eV
HOMO energy: -8.97 eV

Geometry (Å):
C: 2.107 0.106 0.014
C: -0.015 -0.489 -0.108
C: -1.592 0.740 -0.185
H: 1.811 0.841 -0.747
H: 2.034 0.588 1.004
H: 3.041 -0.368 0.025
H: -2.243 1.530 0.072
H: -2.981 -1.104 0.046
N: -0.354 0.953 0.013
N: -2.060 -0.519 0.003
N: -0.956 -1.402 0.037
O: 1.207 -0.877 -0.175


Which is most stable, and by how much? entry two, by 13.0 kJ/mol.


Entry one
The following is a DFT calculation (the ωB97M-V functional and the def2-TZVPD basis) of C3H5N3O in the gas phase.

Summary:
Multiplicity: 1
Structure (SMILES): Nc1conc1N
HOMO-LUMO gap: 9.43 eV
LUMO energy: 0.8588 eV
HOMO energy: -8.57 eV

Geometry (Å):
N: 0.174 1.660 -0.324
C: 0.521 0.323 -0.109
C: 1.681 -0.372 -0.126
O: 1.440 -1.679 0.110
N: 0.086 -1.874 0.269
C: -0.453 -0.692 0.145
N: -1.809 -0.415 0.306
H: -0.703 1.868 0.156
H: 0.868 2.332 -0.021
H: 2.716 -0.115 -0.293
H: -2.135 0.211 -0.429
H: -2.386 -1.248 0.315


Entry two
The following is a DFT calculation (the ωB97M-V functional and the def2-TZVPD basis) of C3H5N3O in the gas phase.

Summary:
Multiplicity: 1
HOMO-LUMO gap (spin up / spin down): 9.21 / 9.21 eV
LUMO energy (spin up / spin down): -0.6906 / -0.6910 eV
HOMO energy (spin up / spin down): -9.90 / -9.90 eV

Geometry (Å):
O: -2.632 0.862 -0.185
C: -1.690 -0.099 0.197
C: -0.212 0.203 -0.070
N: 0.426 1.142 -0.607
N: 2.285 0.582 -0.042
C: 1.878 -0.633 0.347
N: 0.668 -1.016 0.509
H: -2.406 1.169 -1.070
H: -1.883 -1.089 -0.247
H: -1.772 -0.220 1.284
H: 2.964 0.650 -0.808
H: 2.373 -1.553 0.692


Which is most stable, and by how much? entry one, by 236.1 kJ/mol.


Entry one
The following is a DFT calculation (the ωB97M-V functional and the def2-TZVPD basis) of C3H5N3O in the gas phase.

Summary:
Multiplicity: 1
HOMO-LUMO gap: 10.34 eV
LUMO energy: 0.8329 eV
HOMO energy: -9.51 eV

Geometry (Å):
O: 1.545 1.024 -1.550
C: 0.517 1.415 -0.682
C: -0.147 0.255 0.022
N: 0.380 -0.903 0.097
N: -0.216 -1.849 0.839
C: -2.152 -0.129 1.373
N: -1.368 0.438 0.686
H: 1.947 0.223 -1.186
H: -0.242 1.946 -1.267
H: 0.879 2.121 0.084
H: 0.077 -2.773 0.584
H: -1.219 -1.766 0.998


Entry two
The following is a DFT calculation (the ωB97M-V functional and the def2-TZVPD basis) of C3H5N3O in the gas phase.

Summary:
Multiplicity: 1
Structure (SMILES): Nc1nc(O)c[nH]1
HOMO-LUMO gap: 9.00 eV
LUMO energy: 0.9329 eV
HOMO energy: -8.06 eV

Geometry (Å):
N: -2.041 -0.552 0.678
C: -0.746 -0.192 0.253
N: 0.333 -0.946 0.184
C: 1.315 -0.112 -0.266
O: 2.577 -0.563 -0.451
C: 0.849 1.154 -0.486
N: -0.490 1.075 -0.138
H: -1.975 -1.171 1.481
H: -2.525 -1.069 -0.051
H: 2.544 -1.510 -0.257
H: 1.318 2.058 -0.841
H: -1.160 1.826 -0.104


Which is most stable, and by how much? entry two, by 274.7 kJ/mol.


Entry one
The following is a DFT calculation (the ωB97M-V functional and the def2-TZVPD basis) of C3H5N3O in the gas phase.

Summary:
Multiplicity: 1
Structure (SMILES): OCc1nc[nH]n1
HOMO-LUMO gap: 9.13 eV
LUMO energy: -0.2833 eV
HOMO energy: -9.41 eV

Geometry (Å):
O: -2.243 0.743 -0.501
C: -1.462 -0.136 0.208
C: -0.122 0.305 0.587
N: 0.578 -0.614 1.249
C: 1.797 -0.535 0.663
N: 1.685 0.448 -0.338
N: 0.520 1.047 -0.342
H: -1.673 1.272 -1.080
H: -1.058 -1.092 -0.499
H: -1.955 -0.657 1.025
H: 1.522 -1.569 -0.019
H: 2.410 0.787 -0.953


Entry two
The following is a DFT calculation (the ωB97M-V functional and the def2-TZVPD basis) of C3H5N3O as an isolated structure.

Summary:
Multiplicity: 1
HOMO-LUMO gap: 8.92 eV
LUMO energy: 0.6671 eV
HOMO energy: -8.25 eV

Geometry (Å):
N: 1.890 -0.014 -0.146
C: 0.573 -0.047 0.156
C: -0.347 0.994 -0.208
N: -1.642 0.848 0.468
C: -1.538 -0.252 -0.317
O: -2.091 -0.974 -1.087
N: -0.096 -1.054 0.679
H: 2.397 -0.883 -0.214
H: 2.249 0.763 -0.680
H: -0.118 1.918 -0.727
H: -1.587 0.680 1.473
H: 0.309 -1.979 0.603


Which is most stable, and by how much? entry two, by 175.8 kJ/mol.


Entry one
The following is a DFT calculation (the ωB97M-V functional and the def2-TZVPD basis) of a 2-piece molecular cluster, C3H7ClN2O overall.

Summary:
Multiplicity: 1
HOMO-LUMO gap (spin up / spin down): 8.53 / 8.53 eV
LUMO energy (spin up / spin down): -0.1077 / -0.1060 eV
HOMO energy (spin up / spin down): -8.64 / -8.64 eV

Geometry (Å):
C: 0.376 1.380 -0.657
C: -0.612 1.119 0.195
C: -1.781 0.252 -0.259
N: 1.160 -2.196 0.517
N: 2.237 -0.123 0.308
O: 2.261 -1.162 -0.159
Cl: -3.393 1.197 -0.036
H: 1.213 2.091 -0.513
H: 0.383 1.155 -1.744
H: -1.909 -0.686 0.357
H: -1.806 -0.010 -1.309
H: 0.775 -1.762 1.330
H: 1.653 -3.027 0.825
H: -0.555 1.771 1.144


Entry two
The following is a DFT calculation (the ωB97M-V functional and the def2-TZVPD basis) of C3H7ClN2O in the gas phase.

Summary:
Multiplicity: 1
Structure (SMILES): N[C@H](/C=N\O)CCl
HOMO-LUMO gap: 10.35 eV
LUMO energy: 0.6927 eV
HOMO energy: -9.65 eV

Geometry (Å):
N: 0.754 1.364 -0.005
C: -0.362 0.521 0.538
C: 0.060 -0.920 0.901
N: 0.893 -1.586 0.236
O: 1.467 -0.859 -0.834
C: -1.281 0.419 -0.607
Cl: -2.728 -0.603 -0.150
H: 1.222 1.730 0.835
H: 1.486 0.652 -0.381
H: -0.865 0.929 1.464
H: -0.274 -1.379 1.798
H: 2.018 -1.458 -1.309
H: -0.903 -0.241 -1.499
H: -1.485 1.430 -0.987


Which is most stable, and by how much? entry two, by 382.5 kJ/mol.


Entry one
The following is a DFT calculation (the ωB97M-V functional and the def2-TZVPD basis) of a 2-piece molecular cluster, C3H9N2O2 overall.

Summary:
Multiplicity: 1
HOMO-LUMO gap: 11.55 eV
LUMO energy: -2.9808 eV
Charge: +1
HOMO energy: -14.53 eV

Geometry (Å):
C: 0.375 -0.923 2.197
N: 1.113 2.295 0.579
C: 0.514 1.211 1.026
N: 1.107 0.217 1.628
H: 1.013 -1.796 2.130
H: -0.500 -1.106 1.578
H: 0.079 -0.730 3.221
H: 2.115 2.401 0.623
H: 0.618 2.942 -0.012
H: -0.551 1.126 0.876
H: 2.108 0.244 1.759
O: -0.523 -0.093 -1.193
C: -1.390 -0.665 -1.795
O: -1.153 -1.784 -2.471
H: -2.437 -0.327 -1.811
H: -1.917 -2.002 -3.025


Entry two
The following is a DFT calculation (the ωB97M-V functional and the def2-TZVPD basis) of a 3-piece molecular cluster, C3H9N2O2 overall.

Summary:
Multiplicity: 1
HOMO-LUMO gap: 11.45 eV
LUMO energy: -2.7379 eV
Charge: +1
HOMO energy: -14.19 eV

Geometry (Å):
C: -1.061 -0.187 0.875
C: -0.090 0.551 1.452
N: 0.381 1.390 0.485
C: -0.266 1.179 -0.653
N: -1.157 0.237 -0.424
H: -1.624 -1.016 1.239
H: 0.213 0.464 2.480
H: 1.066 2.117 0.627
H: -0.021 1.691 -1.550
H: -1.696 -0.134 -1.210
H: -1.388 -1.237 -3.648
H: -1.892 -2.223 -2.674
O: -1.827 -1.265 -2.787
H: 3.385 0.194 2.078
H: 3.253 -1.281 1.827
O: 2.723 -0.479 1.883


Entry three
The following is a DFT calculation (the ωB97M-V functional and the def2-TZVPD basis) of a 2-piece molecular cluster, C3H9N2O2 overall.

Summary:
Multiplicity: 1
HOMO-LUMO gap: 8.62 eV
LUMO energy: -5.1953 eV
Charge: +1
HOMO energy: -13.81 eV

Geometry (Å):
C: -2.217 0.069 -0.552
C: 1.962 -0.268 0.656
C: -1.895 0.212 0.743
N: 1.028 -0.514 -0.374
N: 0.367 0.455 -0.786
O: 0.607 1.566 -0.051
O: 1.024 -1.799 -0.811
H: -2.425 0.921 -1.063
H: 0.140 2.349 -0.528
H: -2.297 -0.837 -1.117
H: 2.598 -1.138 0.823
H: 1.350 -0.083 1.663
H: 2.546 0.667 0.472
H: -1.803 -0.752 1.465
H: -1.932 1.118 1.242
H: 0.946 -1.967 -1.782


Entry four
The following is a DFT calculation (the ωB97M-V functional and the def2-TZVPD basis) of a 2-piece molecular cluster, C3H9N2O2 overall.

Summary:
Multiplicity: 1
HOMO-LUMO gap: 11.78 eV
LUMO energy: -3.4063 eV
Charge: +1
HOMO energy: -15.18 eV

Geometry (Å):
C: -2.859 0.149 0.184
C: 1.873 -0.455 0.963
C: 1.319 -0.201 -0.412
N: -3.802 -0.491 0.494
N: 0.584 1.100 -0.367
O: -1.865 0.725 0.201
O: 0.319 -1.121 -0.711
H: 0.966 -0.273 1.549
H: 2.226 -1.437 1.223
H: 2.748 0.117 1.085
H: 2.067 -0.193 -1.213
H: -4.787 -0.690 0.093
H: 0.144 -1.058 -1.655
H: 0.142 1.177 -1.316
H: -0.290 0.778 0.196
H: 1.215 1.872 -0.312


Which is most stable, and by how much? entry two, by 7.9 kJ/mol.